Below is 4 unconnected molecules or ions with the total composition C4H15NO5, with properties calculated with ωB97M-V/def2-TZVPD.

```
25
Properties=species:S:1:pos:R:3
O -0.44985 -1.95319 -2.08974
O 1.51210 0.62427 -0.17717
O 0.66189 2.59683 -1.85335
O 0.03952 1.00799 3.68138
O -2.34593 2.26990 -1.48360
N 0.69743 -0.98710 1.10931
C -1.54157 -1.59256 0.79031
C -0.24350 -1.31266 -1.07351
C -0.12128 -1.85109 0.30259
C 1.96490 -0.64577 0.46862
H -0.06127 0.38667 3.01376
H -2.31792 -2.26116 0.49155
H -2.09124 2.89057 -0.73189
H 1.24160 1.29661 0.48378
H -0.10099 -0.23594 -1.47866
H 0.91363 -1.47888 2.02373
H 0.92789 1.85613 -2.35269
H -0.16803 1.82451 3.15720
H -1.96988 -0.49284 0.49860
H -1.67915 2.58923 -2.12501
H 1.30513 2.57481 -1.21533
H -1.70273 -1.49625 1.89689
H 2.71616 -0.45668 1.13360
H 0.17041 -2.93695 0.42141
H 2.24124 -1.10399 -0.53033
```

The energy above the lowest of the compared OMol25 structures with the same formula, charge and spin is 351.74 kJ/mol. As for the HOMO energy: -0.347 hartree. The value obtained for the LUMO energy is 0.2 eV.



Below is a molecular structure, C23H16N8O8SSe2Yb, with properties calculated with ωB97M-V/def2-TZVPD.

```
59
Properties=species:S:1:pos:R:3
Yb 0.34988 -0.36423 -0.03570
Se -3.30477 6.64689 -0.54077
Se 2.00021 1.53152 1.66315
S 0.94087 -2.59510 -1.91473
O 1.52649 1.73803 0.08038
O -3.09045 -5.77920 2.50960
O 3.37145 2.40798 1.92331
O 1.87833 -0.12177 2.02342
O 0.67684 2.32590 2.74000
O -3.98000 -4.56485 0.81739
O -1.68626 -1.31376 -0.95804
O -3.52896 -2.25962 -0.00025
N -0.94576 1.04618 -1.38627
N 3.42900 -2.22614 -2.67220
N 2.35112 -0.46234 -1.54462
N -3.06145 5.58684 0.89285
N -0.88636 -4.08075 2.64023
N -1.06073 1.27385 1.33622
N -3.02346 5.41870 -1.91125
N -0.24861 -2.49979 1.27247
C -2.32434 3.37767 1.14336
C 1.39154 -3.05214 2.98021
C -2.73174 4.30928 -1.19295
C 0.11392 -3.24973 2.28935
C 3.52149 0.26619 -1.44067
C -1.63187 2.22939 0.63576
C 2.36774 -1.71158 -2.07186
C -1.59113 1.72565 -3.57121
C -1.93249 -3.94244 1.75764
C -2.28566 -2.02427 -0.10709
C 4.54772 -1.46352 -2.72607
C -2.16020 3.11267 -1.72696
C -1.56652 2.64407 3.27090
C -2.83673 4.39400 0.30276
C -0.91769 0.86350 -2.70106
C 5.57804 -2.02240 -3.61688
C -2.34803 3.45317 2.53478
C -0.64438 1.61371 2.62513
C -1.59679 2.07581 -0.86848
C 4.65705 -0.23772 -2.04660
C -2.13947 2.91448 -3.09403
C -1.49598 -2.83797 0.92390
C -3.09344 -4.81672 1.74798
H 2.21333 -3.43227 2.32339
H 1.41292 -3.62345 3.94086
H 1.56455 -1.96062 3.16303
H 5.02303 -2.40709 -4.52515
H 6.28228 -1.25249 -3.78434
H -3.91022 -3.55078 0.54049
H -0.84779 -4.74654 3.41004
H -0.39382 -0.02189 -3.11142
H 6.09559 -2.89388 -3.09040
H 3.50165 1.21606 -0.89005
H 5.53587 0.38384 -2.10279
H -1.46689 2.77475 4.38681
H -2.72066 4.41259 2.91607
H -0.43757 0.66686 3.17866
H -2.64501 3.60312 -3.73618
H -1.79567 1.50231 -4.60216
```

The energy above the lowest of the compared OMol25 structures with the same formula, charge and spin is 0.00 kJ/mol. As for the spin multiplicity: 2. As for the HOMO energy (spin up / spin down): -0.183 / -0.183 hartree. The total charge is -1. The value obtained for the LUMO energy (spin up / spin down) is 1.4 / 1.4 eV.



Below is a molecular structure, CH5NO2P2, with properties calculated with ωB97M-V/def2-TZVPD.

```
11
Properties=species:S:1:pos:R:3
P -1.23951 0.50259 0.01050
P 1.43980 0.49120 -0.15335
O -2.07211 1.57578 0.63336
O 2.34672 1.44482 0.38714
N -0.36749 0.98809 -1.31341
C 0.25496 -0.24765 0.99652
H 2.03928 -0.43166 -1.01277
H 0.25983 0.24223 1.90814
H 0.20422 -1.24432 0.82516
H -0.51318 1.89098 -1.76695
H -2.04548 -0.59388 -0.25145
```

The energy above the lowest of the compared OMol25 structures with the same formula, charge and spin is 125.17 kJ/mol. As for the HOMO energy: -0.378 hartree. The value obtained for the LUMO energy is 0.0 eV.



Below is a molecular structure, C23H28N8OsS, with properties calculated with ωB97M-V/def2-TZVPD.

```
61
Properties=species:S:1:pos:R:3
Os 0.05015 -0.37941 -0.29212
S 4.58028 -1.15459 0.79238
N -0.08823 0.16411 -2.39744
N -3.72594 -0.61208 -5.35052
N 2.00512 -0.58034 -0.02858
N 0.13609 1.74783 0.09216
N 1.22624 -3.41478 -0.93728
N 0.29831 -2.36607 -1.31146
N -1.83935 0.06861 -0.06920
N -0.44713 -1.42394 1.56541
C -2.21523 1.38770 -0.41185
C -3.88725 -2.79193 2.20769
C -3.48487 1.85408 -0.75294
C 0.94577 0.57451 -3.16219
C -0.16358 -0.68423 2.83994
C 1.30129 2.36705 -0.61391
C -1.30638 3.61456 -0.73718
C -1.89788 -1.67653 1.49548
C -1.13875 2.28753 -0.39941
C -4.63127 -2.00955 1.33950
C -2.57189 4.06185 -1.09723
C -2.68884 -0.32759 -4.94888
C 0.27709 2.16908 1.52296
C 0.85340 0.72776 -4.53208
C -2.51049 -2.62502 2.29018
C 0.29476 -2.71521 1.70051
C -0.34375 0.44685 -5.16719
C -1.40675 0.00499 -4.38786
C -2.64478 -0.86550 0.63208
C 3.11844 -0.83028 0.33138
C -3.64788 3.18522 -1.10221
C -1.24223 -0.12917 -3.01856
C -4.02399 -1.03850 0.55699
H 0.22312 -3.06941 2.72682
H 1.19175 1.74015 1.92524
H 1.46055 3.37562 -0.23701
H 1.71764 1.06153 -5.08907
H -4.63348 -0.48014 -0.13078
H -4.37332 -3.53780 2.82152
H -0.57678 -2.76750 -1.65245
H 1.09527 2.42508 -1.67470
H 0.90066 -0.46427 2.88437
H -4.63143 3.53775 -1.38166
H -2.06584 -0.47209 -2.40984
H -0.59188 1.84065 2.07437
H 1.59180 -3.82633 -1.79038
H 0.72322 -4.14208 -0.44738
H -5.70037 -2.15315 1.26264
H -0.44752 -1.30920 3.68654
H -0.47811 4.30938 -0.70668
H 0.32520 3.25689 1.56862
H 1.88043 0.75677 -2.65160
H 1.33660 -2.56431 1.44086
H -0.16884 -3.44942 1.05236
H -4.33885 1.20305 -0.79739
H -2.71675 5.10076 -1.36107
H 2.18667 1.77280 -0.41378
H -0.45435 0.55516 -6.23805
H -0.75418 0.21792 2.86844
H -1.93728 -3.23194 2.97738
H 0.74096 -1.94246 -2.11957
```

The energy above the lowest of the compared OMol25 structures with the same formula, charge and spin is 0.00 kJ/mol. As for the HOMO energy (spin up / spin down): -0.509 / -0.513 hartree. The total charge is +2. The value obtained for the LUMO energy (spin up / spin down) is -7.9 / -8.3 eV.



Below is C7H10BrNO2S in the gas phase, with properties calculated with ωB97M-V/def2-TZVPD.

```
22
Properties=species:S:1:pos:R:3
Br 0.53615 -0.12979 3.10999
S -2.39857 -1.28790 0.06031
O -1.88262 -2.64392 -0.00388
O -3.20511 -0.73191 -0.98837
N -3.19595 -1.07846 1.56342
C -0.81445 1.08678 0.21904
C 0.54508 -0.96757 0.39526
C -0.76192 -0.22635 0.41746
C 0.42494 1.95013 0.40423
C 1.40449 -0.07335 1.29090
C 1.55008 1.34459 0.85166
C 0.98626 -1.23386 -1.12114
H 0.74571 -2.17176 -1.42795
H 2.45843 1.95067 1.16512
H -1.66828 1.72919 0.01169
H 0.45111 -0.58914 -1.77283
H 2.41598 -0.51617 1.47314
H 0.48904 3.00216 0.43595
H -4.00817 -0.46797 1.52311
H 0.46804 -1.90589 0.91669
H -3.29653 -1.92416 2.02203
H 2.01212 -1.10724 -1.18726
```

The energy above the lowest of the compared OMol25 structures with the same formula, charge and spin is 87.46 kJ/mol. As for the HOMO energy: -0.336 hartree. The value obtained for the LUMO energy is -0.1 eV.